Record 1
DFT (the ωB97M-V functional and the def2-TZVPD basis) results for C9H10AuN3OS3Se as an isolated structure.

Calculated values
Energy above the lowest of the compared OMol25 structures with the same formula, charge and spin: 1.6 kcal per mole
HOMO level: -8.90 eV
Frontier orbital gap: 6.83 eV

Each line ends with the Löwdin charge.
Cartesian coordinates (Å):
Au (-0.72370, 1.34975, 0.35520)  0.472
S (-2.23907, 2.99435, 0.80062)  0.653
C (-3.31140, 1.80043, 1.45848)  -1.103
S (-2.59375, 0.24517, 1.19665)  0.617
C (-4.49086, 2.04391, 2.06975)  -0.355
C (-5.25890, 0.95567, 2.59586)  -0.226
N (-5.87737, 0.07940, 3.00953)  0.170
C (-4.96849, 3.38446, 2.21877)  -0.220
N (-5.32769, 4.47182, 2.31968)  0.175
C (1.41822, -3.92364, -1.23634)  -0.125
C (1.39343, -2.77816, -0.23371)  -0.377
S (0.88667, -1.25780, -1.03855)  0.979
O (0.48895, -0.37128, 0.14102)  -0.740
C (2.47694, -0.61946, -1.58461)  -0.393
C (3.43605, -0.29096, -0.44773)  -0.138
H (1.84143, -4.80979, -0.76624)  0.084
H (2.03164, -3.68932, -2.10749)  0.071
H (0.41511, -4.16656, -1.58261)  0.080
H (2.35785, -2.60982, 0.24328)  0.089
H (0.64153, -2.91861, 0.54284)  0.100
H (2.20335, 0.27164, -2.15056)  0.063
H (2.86466, -1.36374, -2.28367)  0.093
H (2.89076, 0.00787, 0.44870)  0.064
H (4.07301, 0.54340, -0.73645)  0.083
H (4.07748, -1.13407, -0.19756)  0.075
Se (1.23360, 2.68113, -0.38025)  0.586
C (0.31707, 4.10623, -1.10182)  -0.834
N (-0.25653, 4.99797, -1.55279)  0.056

Record 2
DFT (the ωB97M-V functional and the def2-TZVPD basis) results for a 2-piece molecular cluster, C9H10BClF4INO2 overall at a distorted geometry.

Calculated values
HOMO level: -9.03 eV
Frontier orbital gap: 5.41 eV

Each line ends with the Löwdin charge.
Cartesian coordinates (Å):
O (-5.89208, 1.45483, 1.12156)  0.028
C (-4.70196, 2.00956, 0.77601)  -0.283
O (-4.56820, 3.45560, 0.42239)  -0.490
Cl (-3.40584, 3.64478, -0.81690)  0.710
C (-3.40450, 0.96199, 0.83405)  -0.039
C (-3.15193, -0.03096, -0.45412)  0.070
C (-1.86259, -1.04175, -0.38033)  0.067
N (-0.93908, -1.04915, 0.82115)  -0.105
C (0.25840, -2.01132, 0.74149)  -0.143
C (1.52817, -1.07036, 0.20579)  -0.227
C (1.51444, -0.87169, -1.44323)  -0.651
I (2.93398, -2.14951, -2.51087)  0.767
C (-1.08711, -0.19464, 2.06184)  0.078
C (-2.36841, 0.84719, 2.10207)  0.073
H (-3.81372, -0.06417, -1.41992)  0.128
H (-1.62339, -1.75478, -1.28245)  0.144
H (0.45256, -2.49725, 1.78825)  0.139
H (0.00552, -2.87024, -0.02169)  0.141
H (2.57009, -1.43946, 0.59183)  0.117
H (1.34490, 0.01546, 0.66667)  0.122
H (0.45958, -1.03379, -1.92650)  0.022
H (1.81686, 0.25183, -1.68915)  0.081
H (-0.32907, -0.25338, 2.97507)  0.164
H (-2.53569, 1.51254, 3.05254)  0.123
B (5.35982, 0.83579, -1.24312)  -1.087
F (6.19341, 1.79362, -0.53516)  0.026
F (4.63674, 0.01906, -0.28187)  -0.004
F (4.41167, 1.54732, -2.08476)  0.013
F (6.19743, -0.01710, -2.07066)  0.016

Record 3
DFT (the ωB97M-V functional and the def2-TZVPD basis) results for C9H10BMoN6Se3Te as an isolated structure.

Calculated values
HOMO level (alpha / beta): -11.65 / -11.62 eV
Frontier orbital gap (alpha / beta): 6.78 / 6.68 eV
Net charge: +1

Each line ends with the Löwdin charge.
Cartesian coordinates (Å):
Mo (-0.23428, 2.20782, -0.78799)  0.685
C (-1.58956, -3.74817, -0.45288)  -0.054
C (-2.65460, -2.83096, -0.55922)  -0.136
N (-2.22208, -1.59146, -0.50061)  0.077
N (-0.87469, -1.66621, -0.40563)  -0.047
C (-0.46748, -2.97193, -0.37254)  -0.069
B (-0.19619, -0.37434, -0.16587)  -0.632
N (1.27575, -0.20512, -0.60684)  0.002
C (2.40009, -0.92467, -0.73105)  -0.018
C (3.45353, -0.05545, -0.96283)  -0.015
C (2.88395, 1.21304, -0.96613)  -0.088
N (1.57562, 1.10557, -0.75207)  -0.171
N (-0.33475, 0.19089, 1.24156)  -0.014
C (-0.49624, -0.28448, 2.48014)  -0.004
C (-0.58256, 0.79972, 3.33977)  -0.013
C (-0.48713, 1.92129, 2.52309)  -0.136
N (-0.34329, 1.53233, 1.25247)  -0.178
H (-1.64035, -4.82222, -0.45933)  0.100
H (-3.70746, -3.03056, -0.66143)  0.109
H (0.56343, -3.26053, -0.26996)  0.107
H (-0.91777, 0.48965, -0.85301)  0.033
H (2.40757, -1.99782, -0.66492)  0.125
H (4.48623, -0.31128, -1.11270)  0.112
H (3.33947, 2.17624, -1.12355)  0.125
H (-0.55162, -1.34316, 2.66985)  0.143
H (-0.70519, 0.77631, 4.40667)  0.112
H (-0.50314, 2.96537, 2.78583)  0.092
Se (-0.39140, 1.59971, -3.15073)  0.158
Se (-1.68703, 3.53049, -3.54357)  -0.010
Te (-0.35488, 4.84526, -1.83700)  0.500
Se (-1.44397, 4.06468, 0.24045)  0.107

Number 3 is which compound?
C9H10BMoN6Se3Te